(1)
The following is a DFT calculation (the ωB97M-V functional and the def2-TZVPD basis) of C39H35N10O2Pb as an isolated structure at a distorted geometry.

Results
2S+1: 1
charge: +1

Geometry as XYZ:
```
87
C39H35N10O2Pb, DFT the ωB97M-V functional and the def2-TZVPD basis
Pb -0.58 0.17 -0.48
C -1.05 -2.33 -4.45
C 0.22 -2.30 -5.03
C 1.30 -1.94 -4.26
C 1.12 -1.61 -2.90
N -0.13 -1.57 -2.38
C -1.16 -1.95 -3.13
N 2.26 -1.38 -2.19
C 2.29 -1.23 -0.92
N 1.22 -1.17 -0.05
C 1.67 -1.26 1.23
N 0.97 -1.43 2.30
C -0.37 -1.69 2.28
C -0.87 -2.33 3.44
C -2.17 -2.78 3.48
C -2.99 -2.59 2.36
C -2.46 -1.91 1.29
N -1.21 -1.44 1.25
C 3.15 -1.26 1.22
C 4.08 -1.37 2.23
C 5.42 -1.43 1.86
C 5.80 -1.39 0.52
C 4.86 -1.30 -0.50
C 3.53 -1.23 -0.12
H -1.92 -2.64 -5.01
H 0.35 -2.54 -6.08
H 2.30 -1.92 -4.65
H -2.13 -1.94 -2.64
H -0.19 -2.47 4.26
H -2.55 -3.28 4.35
H -4.00 -2.97 2.33
H -3.06 -1.74 0.41
H 3.78 -1.42 3.26
H 6.18 -1.53 2.62
H 6.85 -1.45 0.27
H 5.14 -1.27 -1.54
C -3.59 1.09 -4.13
C -2.90 0.89 -2.81
N -1.62 0.89 -2.71
N -0.75 1.09 -3.63
C 0.54 1.25 -3.27
O 0.88 1.26 -2.07
C 1.53 1.39 -4.35
C 2.87 1.52 -3.98
C 3.85 1.60 -4.96
C 3.49 1.59 -6.30
C 2.15 1.44 -6.66
C 1.17 1.34 -5.70
C -3.69 0.75 -1.59
C -5.08 0.66 -1.62
C -5.78 0.60 -0.42
C -5.09 0.66 0.78
C -3.71 0.76 0.73
N -3.05 0.77 -0.42
H -2.84 1.21 -4.91
H -4.22 1.97 -4.10
H -4.21 0.22 -4.37
H 3.12 1.55 -2.93
H 4.89 1.70 -4.67
H 4.25 1.70 -7.06
H 1.89 1.43 -7.71
H 0.13 1.23 -5.97
H -5.61 0.64 -2.56
H -6.86 0.51 -0.43
H -5.61 0.64 1.73
H -3.09 0.83 1.62
N 1.47 2.54 0.81
C 0.66 1.78 0.49
O -0.93 1.30 2.37
C -0.40 1.62 3.46
C -1.23 2.26 4.55
C -1.49 1.27 5.70
C -0.33 1.10 6.68
C 0.99 0.63 6.08
C 1.53 1.60 5.02
N 0.88 1.40 3.74
H -2.17 2.56 4.10
H -0.73 3.15 4.93
H -1.76 0.30 5.27
H -2.35 1.63 6.26
H -0.64 0.38 7.45
H -0.16 2.06 7.19
H 0.86 -0.35 5.61
H 1.72 0.53 6.88
H 2.59 1.44 4.87
H 1.39 2.63 5.36
H 1.40 0.87 3.06
```

***

(2)
The following is a DFT calculation (the ωB97M-V functional and the def2-TZVPD basis) of a 2-piece molecular cluster, C2H6N3 overall at a distorted geometry.

Results
2S+1: 1
charge: +1

Geometry as XYZ:
```
11
C2H6N3, DFT the ωB97M-V functional and the def2-TZVPD basis
C -1.73 -0.20 -0.49
C 2.22 0.12 0.49
N -0.70 -0.28 0.09
N 2.14 0.22 1.71
N -2.71 -0.29 -1.26
H 3.03 0.44 -0.07
H -3.68 -0.82 -1.16
H 1.52 0.05 -0.30
H 0.02 -0.30 0.83
H -3.13 0.55 -1.87
H 3.03 0.52 2.02
```

***

Calculated energy relative to the best compared isomer or geometry (same formula, charge and spin), 209.1 371.2 kJ/mol (same order as the records).
Calculated energy, -65248.4429 -6631.2399 eV (same order as the records).